No. 1
70
Properties=species:S:1:pos:R:3:forces:R:3:nbo_charge:R:1 method="wB97M-V/def2-TZVPD" molar_mass_da=544.145 total_charge=-1 e_lumo_ev=2.484 homo_lumo_gap_ev=10.0 homo_ev=-7.48 max_force_ev_per_a=1.1 e_above_lowest_kj_mol=0.0
B 25.0994 -5.7112 -6.4462 -0.6 -0.6 0.1 1.3408
F 26.4620 -5.3391 -6.4044 -0.2 0.1 -0.2 -0.5728
F 24.5384 -5.4031 -5.1741 0.1 -0.2 -0.5 -0.5710
F 24.4108 -4.9870 -7.4433 0.3 0.0 0.3 -0.5733
F 24.9634 -7.0853 -6.7180 0.2 0.4 0.3 -0.5623
C 26.3321 -0.7289 -8.2839 -0.2 0.0 0.0 -0.0811
C 26.0167 -2.0102 -7.5757 -0.4 -0.5 0.6 -0.1065
O 26.2173 -3.1230 -8.4625 0.0 0.4 0.3 -0.7828
O 27.6970 -0.6182 -8.6154 0.4 0.1 0.0 -0.7232
H 26.0841 0.0867 -7.6013 0.0 0.1 -0.1 0.1776
H 25.7164 -0.6194 -9.1845 -0.1 -0.1 0.0 0.1641
H 24.9897 -1.9949 -7.1728 0.0 0.0 -0.4 0.1825
H 26.6418 -2.1213 -6.6763 0.2 0.0 -0.3 0.1860
H 26.0488 -3.9254 -7.9459 0.1 0.1 -0.2 0.5109
H 28.0388 -1.4987 -8.8037 -0.1 0.0 -0.1 0.4762
C 29.3193 -9.2556 -5.9439 0.0 -0.5 0.2 -0.0790
C 28.1081 -8.4116 -6.2001 -0.2 0.4 -0.2 -0.0953
O 28.5644 -7.1821 -6.7608 0.0 -0.1 0.2 -0.7596
O 30.1821 -8.6677 -4.9935 0.2 0.3 0.1 -0.7271
H 29.8566 -9.4562 -6.8783 -0.1 0.1 -0.1 0.1582
H 29.0183 -10.2147 -5.5136 0.0 0.0 -0.1 0.1744
H 27.5727 -8.2118 -5.2653 0.0 -0.2 0.0 0.1745
H 27.4241 -8.9205 -6.8891 0.0 0.0 0.0 0.1700
H 27.8726 -6.5220 -6.6141 0.1 0.0 -0.1 0.5002
H 30.3032 -7.7499 -5.2706 0.0 0.0 0.0 0.4763
C 22.7137 -7.9735 -9.0142 0.1 -0.1 0.6 -0.0954
C 21.9230 -7.3069 -7.8840 0.3 -0.3 -1.0 -0.0865
O 22.2495 -7.9557 -6.6778 -0.3 -0.2 0.6 -0.7511
O 22.4192 -9.3714 -9.0619 0.1 0.2 0.1 -0.7326
H 23.7704 -7.8328 -8.7509 0.0 0.1 -0.4 0.1672
H 22.4987 -7.5513 -9.9941 0.0 0.0 0.0 0.1808
H 20.8623 -7.4700 -8.0843 -0.1 0.1 0.3 0.1720
H 22.1333 -6.2335 -7.8729 0.0 0.0 0.1 0.1679
H 23.1305 -7.6947 -6.3765 0.0 0.1 -0.3 0.4950
H 22.5788 -9.6753 -8.1572 -0.1 0.0 -0.1 0.4721
C 25.8681 -6.6302 -11.7398 0.2 0.1 0.3 -0.0782
C 25.8895 -5.7328 -10.5278 0.4 -0.3 0.9 -0.1014
O 26.6209 -4.5515 -10.8359 -0.4 0.0 -0.2 -0.7638
O 25.2679 -5.9933 -12.8487 -0.2 0.0 -0.1 -0.7266
H 25.3145 -7.5316 -11.4678 -0.2 0.0 -0.3 0.1786
H 26.8918 -6.9368 -11.9879 0.0 0.1 0.0 0.1554
H 26.3659 -6.2783 -9.6906 0.1 0.1 -0.3 0.1655
H 24.8790 -5.5319 -10.1536 0.0 0.2 -0.4 0.1726
H 26.4446 -3.8873 -10.1508 0.1 -0.1 0.0 0.5027
H 25.5176 -5.0633 -12.7782 0.0 0.0 0.0 0.4768
C 25.5121 -2.4011 -3.6357 0.0 -0.2 0.4 -0.0868
C 24.1070 -2.9337 -3.4305 0.1 -0.2 0.3 -0.0941
O 23.3671 -3.0269 -4.6310 -0.1 0.1 0.0 -0.7448
O 26.4128 -3.3888 -4.1294 -0.4 0.3 -0.2 -0.7336
H 25.8814 -2.0922 -2.6528 0.2 0.0 -0.1 0.1690
H 25.4741 -1.5221 -4.2903 0.0 0.0 0.0 0.1581
H 23.5698 -2.2813 -2.7325 -0.1 0.1 -0.3 0.1690
H 24.1849 -3.9035 -2.9167 0.0 0.0 -0.2 0.1725
H 23.6092 -3.8520 -5.0736 -0.1 0.0 0.2 0.4932
H 25.9384 -3.8791 -4.8183 0.3 0.0 0.2 0.4789
C 28.3674 -6.2023 -2.9800 0.0 -0.7 -0.6 -0.1114
C 26.8846 -6.4391 -2.7981 0.3 0.6 -0.2 -0.0827
O 26.6164 -7.7259 -2.2757 -0.1 -0.4 0.1 -0.7294
O 29.0881 -6.2159 -1.7525 -0.1 0.2 0.1 -0.7269
H 28.5230 -5.2792 -3.5383 0.1 0.3 0.5 0.1965
H 28.7563 -7.0073 -3.6209 -0.1 0.1 0.1 0.1702
H 26.4225 -6.3606 -3.7835 -0.1 -0.2 0.1 0.1929
H 26.4497 -5.6459 -2.1811 0.0 -0.1 0.1 0.1643
H 26.7881 -7.7266 -1.3309 0.0 0.1 0.0 0.4597
H 29.0925 -7.1361 -1.4720 0.2 0.0 0.0 0.4597
C 22.8132 -3.3621 -9.3321 0.1 0.3 -0.1 -0.3900
Cl 22.3179 -4.4631 -10.6189 -0.1 -0.1 0.0 -0.0272
Cl 22.0504 -1.7675 -9.5235 0.0 0.0 0.0 -0.0537
H 22.5291 -3.7509 -8.3648 -0.1 -0.1 0.0 0.2336
H 23.8863 -3.2304 -9.3941 0.0 0.0 0.0 0.2346

***

No. 2
62
Properties=species:S:1:pos:R:3:forces:R:3:nbo_charge:R:1 method="wB97M-V/def2-TZVPD" molar_mass_da=531.942 total_charge=+3 e_lumo_ev=-13.659 homo_lumo_gap_ev=1.9 homo_ev=-15.59 max_force_ev_per_a=5.2 e_above_lowest_kj_mol=0.0
Hf 17.2019 13.0167 -16.7571 3.7 1.2 -3.5 2.7308
F 17.7151 14.3163 -18.3778 -1.3 -2.5 3.4 -0.7066
C 15.0577 17.0866 -18.4496 -0.2 0.1 0.0 -0.2500
O 14.4617 16.4833 -17.3086 0.1 -0.7 0.1 -0.7603
H 14.3571 17.2711 -19.2665 -0.2 0.1 0.2 0.1974
H 15.5463 18.0160 -18.1515 0.1 0.0 -0.3 0.1795
H 15.7715 16.3635 -18.8478 0.2 0.1 0.2 0.1509
H 13.7231 17.0024 -16.9758 0.0 0.1 -0.1 0.4954
C 17.8828 17.6020 -21.2245 0.2 -0.3 0.0 -0.6005
C 18.5272 16.4477 -22.0316 -1.3 -0.5 -0.1 -0.0754
C 19.6333 16.8850 -22.9680 0.9 0.8 1.0 -0.0727
O 19.1584 17.6575 -24.0347 0.1 -0.8 0.3 -0.4669
C 20.2254 18.1365 -24.8154 0.4 0.6 -0.9 -0.2681
N 18.9888 15.4372 -21.0851 0.2 0.8 1.1 -0.6820
H 17.1759 17.1820 -20.5041 -0.1 0.0 -0.1 0.1847
H 17.3282 18.2843 -21.8666 0.3 0.2 0.0 0.2579
H 18.6714 18.0833 -20.6451 -0.1 0.4 -0.2 0.2042
H 17.6990 15.9812 -22.5763 0.2 0.0 -0.4 0.2109
H 20.3011 16.0608 -23.2458 -0.4 -0.3 -0.5 0.1899
H 20.2911 17.5393 -22.3684 0.1 0.0 0.1 0.1638
H 20.8313 17.3687 -25.3120 -0.3 -0.4 0.2 0.1907
H 20.9474 18.7428 -24.2546 -0.3 0.0 0.3 0.1826
H 19.8059 18.7554 -25.6048 -0.1 0.0 0.1 0.2217
H 18.2249 15.2209 -20.4461 -0.2 -0.4 -0.4 0.3487
H 19.6690 15.8716 -20.4319 0.3 -0.4 -0.8 0.3840
C 19.7167 18.6332 -17.9986 -0.5 0.7 -1.4 -0.6513
C 19.6976 17.1210 -17.8294 0.4 1.3 0.5 -0.0681
C 20.9792 16.4678 -18.3166 0.3 -0.7 0.2 -0.0741
O 21.1612 16.6698 -19.6985 0.2 0.1 0.6 -0.5430
C 22.3431 16.0081 -20.1466 0.2 -0.1 -0.7 -0.2662
N 19.5268 16.8749 -16.3778 0.2 -2.0 -0.2 -0.8557
H 20.3710 19.1958 -17.3334 0.1 -0.4 0.2 0.2358
H 18.7014 19.0312 -17.9103 0.0 0.0 0.4 0.2248
H 19.9867 18.9458 -19.0112 0.2 -0.3 0.0 0.2472
H 18.8207 16.7019 -18.3292 0.1 0.0 -0.1 0.1986
H 21.0013 15.3764 -18.1421 -0.4 -0.1 0.1 0.1494
H 21.8414 16.8103 -17.7262 0.0 0.5 -0.2 0.1906
H 23.2400 16.4642 -19.7275 0.0 0.0 0.1 0.2042
H 22.3902 16.0893 -21.2310 -0.1 0.3 0.0 0.2188
H 22.3288 14.9320 -19.9483 -0.1 0.0 0.4 0.1741
H 20.3648 17.1517 -15.8731 0.0 0.2 0.0 0.3933
H 18.7677 17.4502 -16.0288 0.0 -0.1 0.1 0.4048
C 20.1181 13.7868 -15.1254 0.4 0.8 0.5 -0.1145
C 19.7099 12.4611 -14.5669 0.6 -1.1 1.2 -0.1009
O 18.3443 12.0312 -14.9715 0.1 1.1 -0.9 -0.8286
O 19.1403 14.1872 -16.0886 -1.7 -1.4 -0.8 -0.8484
H 21.1336 13.7663 -15.5271 -0.3 -0.4 -0.6 0.2400
H 20.2170 14.5574 -14.3568 -0.6 -0.1 0.1 0.2338
H 19.6827 12.4405 -13.4766 0.0 0.4 0.0 0.2396
H 20.3973 11.6541 -14.8225 -0.2 0.0 -0.5 0.2323
H 18.2473 11.2656 -14.3842 -0.7 -0.2 -0.4 0.5539
H 19.3662 15.1537 -16.3814 -0.4 1.2 0.2 0.5521
C 16.3944 10.4472 -18.8283 1.0 0.7 -0.2 -0.1071
C 15.7846 10.0721 -17.5198 -0.4 -0.1 -0.7 -0.1153
O 16.4880 10.7598 -16.4439 0.6 1.2 -0.1 -0.8226
O 16.7008 11.9018 -18.8462 -0.8 -0.1 1.7 -0.8107
H 15.7317 10.1686 -19.6463 -0.1 0.2 0.0 0.2664
H 17.3938 10.0497 -19.0035 -0.3 -0.8 0.2 0.2241
H 15.9287 8.9911 -17.4822 -0.3 0.0 0.6 0.2654
H 14.7470 10.3778 -17.3937 -0.1 -0.3 -0.4 0.2293
H 16.2446 10.3159 -15.6158 0.1 0.2 0.1 0.5521
H 16.8877 12.1114 -19.7754 0.2 0.8 0.2 0.5651

***

No. 3
27
Properties=species:S:1:pos:R:3:forces:R:3:nbo_charge:R:1 method="wB97M-V/def2-TZVPD" molar_mass_da=395.706 total_charge=-2 e_lumo_ev=4.634 homo_lumo_gap_ev=6.9 homo_ev=-2.29 max_force_ev_per_a=0.4
Cu 0.7781 0.7728 0.3432 -0.1 0.2 0.1 0.7668
O 1.1955 -5.9813 -1.2095 0.0 0.0 -0.1 -0.7558
C 0.1130 -5.4202 -0.9592 0.0 -0.1 0.2 0.7349
O -1.0447 -5.8920 -0.9588 -0.1 0.0 -0.1 -0.7769
C 0.2102 -3.9277 -0.5568 0.0 0.0 0.0 -0.0803
C -0.9428 -3.1727 -0.3705 0.0 0.0 0.0 -0.2457
C -0.8325 -1.8455 -0.0066 0.0 0.0 0.1 0.0177
N 0.3415 -1.2386 0.1872 0.1 -0.1 -0.2 -0.5454
C 1.4604 -1.9536 0.0119 0.0 0.0 -0.1 0.0890
C 1.4290 -3.2924 -0.3567 0.0 0.0 0.0 -0.2077
C 2.7858 -1.2038 0.2297 -0.1 -0.1 0.4 0.7389
O 3.8162 -1.8766 0.2634 0.1 0.0 -0.2 -0.7065
O 2.6750 0.0489 0.4148 0.1 0.0 -0.1 -0.8301
H -1.9035 -3.6490 -0.5094 0.0 0.0 0.0 0.2332
H -1.7108 -1.2285 0.1510 0.0 0.0 0.0 0.1815
H 2.3538 -3.8323 -0.4926 0.0 0.0 0.0 0.2582
F -0.5532 2.4223 2.6885 0.0 0.0 0.0 -0.3404
C -0.6748 3.0498 1.4861 0.0 0.0 0.1 0.2664
C -0.1516 2.4742 0.3441 0.0 0.0 0.0 -0.4940
C -0.3586 3.2275 -0.7958 0.0 0.0 0.0 0.2808
F 0.0962 2.7871 -1.9992 0.0 0.0 0.0 -0.3367
C -1.0206 4.4437 -0.8277 0.0 0.0 0.0 0.2361
F -1.1942 5.1310 -1.9791 0.0 0.0 0.0 -0.3223
C -1.5199 4.9689 0.3494 0.0 0.0 0.0 0.2199
F -2.1735 6.1519 0.3510 0.0 0.0 0.0 -0.3216
C -1.3434 4.2624 1.5245 0.0 0.0 -0.1 0.2708
F -1.8309 4.7735 2.6774 0.0 0.0 0.0 -0.3307

***

No. 4
75
Properties=species:S:1:pos:R:3:forces:R:3:mulliken_charge:R:1 method="wB97M-V/def2-TZVPD" spin_multiplicity=2 molar_mass_da=541.262 total_charge=-3 e_lumo_ev="5.843 / 5.841" homo_lumo_gap_ev="3.1 / 4.0" homo_ev="2.75 / 1.89" max_force_ev_per_a=6.7
C -13.5423 18.4785 -13.2844 0.1 -0.1 0.7 -1.9733
C -12.1224 18.1952 -13.8196 -0.7 -1.0 -0.5 2.0305
C -12.0089 19.1507 -14.9894 0.6 0.5 -0.5 -1.3098
C -10.6361 19.0974 -15.6302 0.0 0.8 0.3 -0.7929
C -9.5515 19.3740 -14.5902 0.5 -1.3 0.0 -1.2326
C -9.5918 18.5284 -13.2694 -1.6 0.1 0.3 1.5030
N -11.0519 18.4076 -12.8090 0.7 0.1 0.6 0.3995
O -11.2020 17.6110 -11.5845 0.3 0.5 -2.1 -0.9031
C -8.7711 19.4129 -12.2480 -0.7 -1.4 0.1 -1.8556
C -8.8553 17.1179 -13.4540 -0.2 1.2 0.6 -1.6216
C -12.2239 16.7606 -14.4840 0.6 -0.4 0.5 -1.8069
H -14.1802 18.7060 -14.1384 -0.1 -0.1 -0.1 0.2430
H -13.5999 19.3380 -12.6166 0.3 0.0 0.0 0.4279
H -14.0072 17.6489 -12.7518 0.2 0.1 -0.1 0.1658
H -12.3132 20.1481 -14.6720 0.4 0.3 0.2 0.3849
H -12.7293 18.8946 -15.7663 -0.3 -0.3 0.1 0.4660
H -10.5484 19.8916 -16.3715 0.0 0.1 -0.4 0.3693
H -10.5596 18.1572 -16.1765 0.4 -0.2 0.2 0.3602
H -9.5032 20.4489 -14.4160 -0.4 0.0 0.5 0.4127
H -8.5652 19.1452 -14.9939 0.3 0.0 -0.4 0.3867
H -8.8082 19.0067 -11.2372 -0.3 -0.3 0.0 0.3472
H -9.1639 20.4267 -12.1691 0.1 0.0 -0.4 0.4380
H -7.7224 19.3598 -12.5404 0.2 0.4 -0.2 0.3954
H -8.7684 16.6063 -12.4955 -0.7 0.0 0.1 0.3437
H -7.8046 17.2625 -13.7058 0.2 0.3 -0.6 0.4368
H -9.3475 16.4760 -14.1845 0.0 0.1 0.1 0.3042
H -11.3182 16.4610 -15.0113 0.5 0.0 0.4 0.4385
H -12.9460 16.5924 -15.2830 -0.7 0.7 0.1 0.3902
H -12.4571 16.0257 -13.7135 0.3 -0.1 0.1 0.2171
O -20.3975 18.5296 -14.2010 2.2 1.7 2.3 -0.8402
C -19.6520 19.2306 -13.4795 -0.7 -1.0 -1.2 0.5831
O -19.0137 18.8717 -12.3848 -1.1 0.4 -1.9 -0.4735
B -18.0752 19.9672 -11.9802 1.5 -0.1 1.8 1.1708
O -18.3413 21.1026 -12.9641 0.1 -0.2 0.0 0.5389
C -19.2375 20.7422 -13.8143 -1.9 -0.2 -1.6 0.3834
O -19.7448 21.4047 -14.7396 1.3 -1.2 1.9 -0.5367
O -18.4131 20.3934 -10.6084 -2.1 1.4 -2.1 -0.4158
C -17.5561 19.7637 -9.8268 5.9 -3.1 -1.1 -0.3655
O -17.6162 19.5910 -8.6058 -1.5 0.5 1.6 -0.8972
C -16.3794 19.2268 -10.6884 -1.4 0.1 3.6 0.5802
O -16.6873 19.5050 -11.9543 -1.8 1.1 -2.9 -0.5052
O -15.3575 18.5985 -10.3643 -0.9 0.6 0.0 -0.8130
O -15.6443 19.7787 -6.8452 0.9 0.2 1.3 -0.6774
H -16.1515 20.5904 -6.8358 -0.2 -0.1 -0.3 0.3000
H -16.0705 19.2371 -7.5096 -0.5 0.0 -0.7 0.4035
O -22.6386 19.3700 -15.2930 -1.1 -0.1 -0.5 -0.6802
H -22.3207 19.7663 -16.1043 0.1 0.1 -0.1 0.2977
H -21.8602 19.2967 -14.7407 0.5 -0.2 0.1 0.3274
O -18.2091 15.8674 -12.9367 -0.1 -0.6 0.0 -0.6141
H -19.0772 16.2704 -12.9201 -0.2 0.3 0.0 0.3109
H -17.7489 16.3181 -13.6448 0.2 0.2 0.0 0.2997
O -18.1295 23.5189 -10.9985 -0.1 0.5 -0.2 -0.7205
H -17.9481 22.5885 -10.8659 0.1 -0.8 0.2 0.3029
H -17.9052 23.9286 -10.1630 0.0 0.0 0.2 0.2523
O -19.9030 23.7813 -13.2440 -0.4 0.7 -0.2 -0.6806
H -19.4419 23.2984 -12.5581 0.3 0.0 0.4 0.3017
H -19.5605 23.4218 -14.0623 0.0 -0.3 -0.1 0.3082
O -19.5479 21.2590 -17.4913 -0.1 0.1 -0.9 -0.6467
H -19.5876 21.7941 -16.6986 0.0 -0.1 0.5 0.3160
H -18.8109 20.6662 -17.3441 0.1 -0.1 0.2 0.2961
O -15.6631 22.6905 -13.4019 0.4 0.3 -0.3 -0.6962
H -16.3163 22.0012 -13.2818 -0.2 -0.4 0.2 0.3899
H -16.1407 23.5044 -13.2415 -0.2 0.1 0.2 0.2918
O -19.1036 22.1418 -7.5531 -0.1 0.7 0.3 -0.6274
H -19.1320 21.1885 -7.6354 0.5 -0.8 -0.4 0.3223
H -19.9876 22.4288 -7.7822 -0.2 0.1 -0.1 0.2721
O -21.3279 21.0564 -10.7331 -0.7 0.1 -0.1 -0.6504
H -20.8752 21.8084 -10.3513 0.3 0.1 0.0 0.2671
H -20.7684 20.3083 -10.5246 0.5 -0.2 0.1 0.3244
O -13.9522 16.1238 -10.9220 -0.2 -1.1 0.0 -0.7548
H -14.4194 16.9102 -10.6400 -0.3 0.7 0.1 0.4597
H -13.1853 16.4550 -11.3893 0.9 0.4 0.1 0.3681
O -22.8557 22.1291 -14.3352 -0.6 0.1 0.0 -0.5873
H -23.1681 22.9824 -14.6362 0.0 0.2 0.0 0.2562
H -21.9346 22.1057 -14.5947 0.5 -0.2 0.1 0.2940